(1)
The following is a quantum chemistry calculation of 2 unconnected molecules or ions with the total composition C6H9F2I in a non-equilibrium geometry, from the Open Molecules 2025 dataset.

Summary:
- HOMO-LUMO gap (alpha / beta) (eV) = 8.20 / 8.17
- E_HOMO (alpha / beta) (eV) = -8.01 / -8.72
- total charge = 0

```
18
C6H9F2I | the Open Molecules 2025 dataset | wB97M-V/def2-TZVPD
C -1.51 0.81 0.79
C -0.34 0.88 0.11
C -0.08 1.92 -1.03
C 0.60 -0.80 1.79
C 0.31 -1.86 -1.52
C 0.71 -0.11 0.43
F -0.72 -1.35 -2.23
F -0.12 -2.96 -0.88
I 2.78 0.43 -0.11
H -1.65 0.09 1.49
H -2.32 1.49 0.48
H 0.19 1.34 -1.91
H 0.62 2.56 -0.57
H -1.12 2.31 -1.19
H 0.12 -1.75 1.86
H 1.49 -0.95 2.37
H -0.07 -0.19 2.37
H 1.12 -1.87 -2.23
```



(2)
The following is a quantum chemistry calculation of a molecular structure, C6H9F2NOS in a non-equilibrium geometry, from the Open Molecules 2025 dataset.

Summary:
- HOMO-LUMO gap (eV) = 9.62
- E_HOMO (eV) = -8.88
- total charge = 0
- relative energy (zero: lowest compared OMol25 entry of this formula, charge and spin) (kJ/mol) = 124.3

```
20
C6H9F2NOS | the Open Molecules 2025 dataset | wB97M-V/def2-TZVPD
C -1.42 1.11 0.01
C 0.99 1.50 0.02
C 0.56 -0.06 0.12
C 1.84 1.90 -1.09
C 1.31 -0.86 1.14
C -3.36 -0.78 -0.05
N -0.78 2.15 -0.27
O -0.80 -0.05 0.31
F 1.41 1.92 1.21
F 0.73 -0.59 -1.17
S -3.16 1.00 0.01
H 2.21 2.89 -1.23
H 1.36 1.57 -2.01
H 2.83 1.39 -1.03
H 0.80 -1.74 1.41
H 1.56 -0.14 1.92
H 2.31 -1.12 0.63
H -4.34 -0.98 -0.32
H -2.84 -1.24 0.88
H -2.69 -1.01 -0.91
```



(3)
The following is a quantum chemistry calculation of a molecular structure, C6H9F5I2IrN3O2Te in a non-equilibrium geometry, from the Open Molecules 2025 dataset.

Summary:
- HOMO-LUMO gap (alpha / beta) (eV) = 7.35 / 7.35
- E_HOMO (alpha / beta) (eV) = -16.23 / -16.22
- total charge = +2
- relative energy (zero: lowest compared OMol25 entry of this formula, charge and spin) (kJ/mol) = 208.3

```
29
C6H9F5I2IrN3O2Te | the Open Molecules 2025 dataset | wB97M-V/def2-TZVPD
Ir -0.16 -0.09 -1.09
I -0.22 -2.82 -1.53
C 1.37 -2.52 -2.91
I 2.25 -0.63 -2.45
H 0.96 -2.46 -3.91
H 2.11 -3.30 -2.79
C -2.18 -0.64 3.20
N -0.84 -0.25 2.71
C 0.18 0.11 3.55
C 1.38 0.51 3.09
C 1.59 0.57 1.68
N 0.58 0.16 0.89
C -0.60 -0.22 1.40
O -1.45 -0.55 0.52
N 2.71 1.00 1.14
H -2.18 -0.61 4.28
H -2.42 -1.64 2.85
H -2.93 0.06 2.81
H -0.04 0.07 4.61
H 2.17 0.80 3.77
H 3.47 1.33 1.71
H 2.81 1.07 0.14
F -2.49 1.15 -4.58
Te -1.17 1.57 -3.39
F -0.54 -0.19 -3.77
F -0.16 2.20 -4.77
F -2.11 3.07 -2.96
F -2.19 0.53 -2.12
O 0.12 1.72 -2.07
```



(4)
The following is a quantum chemistry calculation of a molecular structure, C6H9HgO4 in a non-equilibrium geometry, from the Open Molecules 2025 dataset.

Summary:
- HOMO-LUMO gap (alpha / beta) (eV) = 7.96 / 6.37
- E_HOMO (alpha / beta) (eV) = -7.64 / -7.66
- total charge = 0
- relative energy (zero: lowest compared OMol25 entry of this formula, charge and spin) (kJ/mol) = 222.7
- multiplicity = 2
- expectation value of S² = 0.75

```
20
C6H9HgO4 | the Open Molecules 2025 dataset | wB97M-V/def2-TZVPD
O 1.63 -0.89 0.09
C 1.79 -0.10 -1.04
C 2.86 0.66 -1.27
H 0.96 -0.22 -1.73
H 2.92 1.20 -2.21
H 3.68 0.74 -0.56
O -2.24 0.88 -0.08
C -1.05 1.52 0.15
O -1.21 2.69 0.55
Hg 1.07 2.47 0.30
O 1.91 0.77 1.60
C 1.63 -0.37 1.32
H 1.48 -1.17 2.06
C -2.16 -0.47 -0.50
H -2.99 -0.64 -1.20
H -1.22 -0.62 -1.05
C -2.25 -1.43 0.67
H -1.43 -1.24 1.38
H -3.20 -1.30 1.21
H -2.18 -2.47 0.32
```



Q: Which DFT total energy values were calculated for the entries above? A: -19899.1061; -26173.9288; -54836.4117; -18728.3919, in eV.